[1]
{"formula": "C53H42FeN3O4P2S", "method": "ωB97M-V with the def2-TZVPD basis set", "e_homo_ev": [-12.8, -12.9], "charge": 2, "de_lowest_ev": 0.0000, "molar_mass_g_mol": 934.80, "lumo_ev": [-5.2, -7.5], "s2": 8.77, "multiplicity": 6, "symbols": ["Fe", "O", "S", "C", "C", "C", "C", "C", "C", "C", "C", "C", "C", "P", "C", "C", "C", "C", "C", "C", "C", "C", "C", "C", "C", "C", "C", "C", "C", "C", "C", "C", "C", "C", "C", "C", "C", "C", "P", "C", "C", "C", "C", "C", "C", "C", "C", "C", "C", "C", "C", "C", "C", "H", "H", "H", "H", "H", "H", "H", "H", "H", "H", "H", "H", "H", "H", "H", "H", "H", "H", "H", "H", "H", "H", "H", "H", "H", "H", "H", "H", "H", "H", "H", "H", "H", "H", "H", "H", "O", "N", "O", "O", "N", "C", "C", "C", "C", "C", "N", "H", "H", "H", "H", "H", "H"], "positions_angstrom": [[1.81, 0.13, -2.13], [-0.05, 1.11, -2.23], [-0.92, 0.78, -1.02], [-2.42, 0.16, -1.67], [-2.93, 0.74, -2.81], [-4.15, 0.34, -3.37], [-4.86, -0.65, -2.74], [-6.18, -1.29, -3.07], [-6.42, -2.33, -1.94], [-5.19, -2.25, -1.08], [-4.81, -2.95, 0.04], [-3.57, -2.66, 0.62], [-2.71, -1.68, 0.14], [-1.12, -1.57, 0.96], [-0.27, -3.11, 0.83], [0.85, -3.35, 1.64], [1.52, -4.56, 1.54], [1.09, -5.51, 0.62], [0.02, -5.25, -0.22], [-0.66, -4.05, -0.13], [-1.28, -1.02, 2.66], [-1.26, -1.93, 3.72], [-1.44, -1.47, 5.01], [-1.65, -0.12, 5.26], [-1.68, 0.78, 4.20], [-1.49, 0.34, 2.91], [-3.09, -0.90, -1.00], [-4.33, -1.25, -1.58], [-1.36, 2.30, -0.23], [-2.70, 2.64, -0.18], [-3.17, 3.77, 0.51], [-2.26, 4.55, 1.15], [-2.44, 5.82, 1.95], [-1.01, 6.19, 2.43], [-0.13, 5.10, 1.88], [1.22, 4.89, 2.01], [1.76, 3.76, 1.39], [1.04, 2.84, 0.65], [2.06, 1.46, 0.00], [3.52, 2.33, -0.63], [4.77, 2.33, -0.02], [5.84, 2.98, -0.63], [5.66, 3.62, -1.85], [4.41, 3.63, -2.46], [3.34, 2.99, -1.85], [2.59, 0.51, 1.45], [3.61, -0.43, 1.28], [4.00, -1.23, 2.35], [3.37, -1.10, 3.58], [2.35, -0.18, 3.75], [1.96, 0.63, 2.69], [-0.37, 3.05, 0.48], [-0.89, 4.19, 1.13], [-2.37, 1.54, -3.28], [-4.51, 0.81, -4.28], [-6.15, -1.75, -4.05], [-6.98, -0.54, -3.10], [-6.55, -3.33, -2.33], [-7.31, -2.10, -1.36], [-5.44, -3.72, 0.46], [-3.26, -3.24, 1.48], [1.20, -2.60, 2.34], [2.37, -4.76, 2.17], [1.61, -6.46, 0.55], [-0.30, -5.99, -0.95], [-1.50, -3.85, -0.78], [-1.12, -2.99, 3.54], [-1.43, -2.18, 5.83], [-1.79, 0.23, 6.27], [-1.84, 1.83, 4.39], [-1.51, 1.05, 2.09], [-3.43, 2.03, -0.69], [-4.23, 4.00, 0.51], [-3.12, 5.66, 2.78], [-2.87, 6.60, 1.33], [-0.94, 6.23, 3.52], [-0.70, 7.16, 2.06], [1.85, 5.56, 2.57], [2.83, 3.60, 1.49], [4.92, 1.83, 0.92], [6.81, 2.97, -0.16], [6.50, 4.11, -2.32], [4.27, 4.14, -3.41], [2.37, 3.01, -2.33], [4.11, -0.52, 0.33], [4.81, -1.93, 2.22], [3.69, -1.72, 4.42], [1.87, -0.07, 4.71], [1.18, 1.37, 2.84], [4.68, -0.12, -4.42], [3.78, 0.02, -3.65], [3.91, -0.12, -2.38], [2.58, 0.33, -4.02], [0.08, -1.68, -4.14], [1.05, -2.41, -3.51], [1.47, -3.64, -4.04], [2.40, -4.37, -3.36], [2.89, -3.91, -2.13], [2.44, -2.71, -1.67], [1.55, -1.94, -2.36], [-0.06, -1.86, -5.12], [-0.01, -0.70, -3.90], [1.07, -3.98, -4.99], [2.75, -5.31, -3.77], [3.62, -4.47, -1.56], [2.79, -2.29, -0.74]], "mulliken_spin": [3.617, 0.084, 0.097, -0.065, 0.004, -0.001, 0.002, 0.000, 0.000, 0.000, 0.000, 0.032, 0.041, 0.251, 0.143, 0.032, -0.026, 0.073, -0.022, 0.048, 0.139, 0.035, -0.005, 0.025, -0.007, 0.032, 0.071, 0.012, 0.008, 0.005, 0.001, 0.002, 0.000, 0.000, 0.002, -0.001, 0.002, -0.040, 0.066, -0.017, 0.009, 0.001, 0.002, 0.005, 0.016, -0.010, 0.006, -0.006, 0.006, -0.003, 0.006, 0.028, 0.001, 0.001, 0.000, 0.000, 0.000, 0.000, 0.000, 0.000, 0.005, 0.013, 0.001, 0.000, 0.001, 0.003, 0.002, 0.001, 0.000, 0.001, 0.040, -0.001, 0.000, 0.000, 0.000, 0.000, 0.000, 0.000, 0.000, 0.000, 0.000, 0.000, 0.000, -0.007, 0.005, 0.000, 0.000, -0.001, 0.001, 0.018, -0.010, 0.059, 0.064, 0.008, 0.038, -0.007, 0.005, -0.006, 0.046, 0.015, -0.001, 0.006, 0.000, 0.000, 0.002, -0.007]}

---

[2]
{"formula": "C4H13N", "method": "ωB97M-V with the def2-TZVPD basis set", "e_homo_ev": [1.5, -5.4], "charge": -1, "de_lowest_ev": 0.3504, "molar_mass_g_mol": 75.15, "lumo_ev": [4.2, 4.2], "s2": 0.75, "multiplicity": 2, "symbols": ["C", "C", "H", "H", "H", "H", "H", "H", "C", "C", "N", "H", "H", "H", "H", "H", "H", "H"], "positions_angstrom": [[1.25, -0.91, -2.13], [1.84, 0.44, -2.01], [0.18, -0.96, -1.87], [1.69, -1.75, -1.60], [1.40, -1.29, -3.16], [1.75, 0.86, -0.99], [2.88, 0.37, -2.32], [1.38, 1.23, -2.62], [-1.15, 1.24, 2.13], [-1.48, 0.26, 0.97], [-0.69, -1.02, 1.16], [-0.07, 1.31, 2.13], [-1.63, 2.23, 1.94], [-1.50, 0.88, 3.10], [-2.55, 0.10, 0.82], [-1.02, 0.63, 0.05], [0.00, -1.20, 0.45], [-0.50, -1.25, 2.11]], "mulliken_spin": [0.927, 2.444, -0.007, -0.210, -0.623, -0.214, -0.926, -0.509, 1.044, 0.111, 0.098, -0.134, -0.419, -0.122, -0.209, 0.147, -0.256, -0.141]}

---

[3]
{"formula": "C20H47InN3O3", "method": "ωB97M-V with the def2-TZVPD basis set", "e_homo_ev": -4.3, "charge": -1, "molar_mass_g_mol": 492.43, "lumo_ev": 2.3, "multiplicity": 1, "symbols": ["C", "C", "C", "C", "C", "C", "In", "C", "C", "C", "C", "C", "H", "H", "H", "H", "H", "H", "H", "H", "H", "H", "H", "H", "H", "H", "H", "H", "H", "H", "H", "H", "H", "H", "H", "H", "H", "H", "C", "C", "O", "N", "C", "H", "H", "H", "H", "H", "H", "H", "C", "C", "O", "N", "C", "H", "H", "H", "H", "H", "H", "H", "C", "C", "O", "N", "C", "H", "H", "H", "H", "H", "H", "H"], "positions_angstrom": [[-0.21, 0.46, 0.37], [0.99, 0.47, -0.77], [0.44, 0.19, -2.31], [0.17, 1.59, -3.17], [-1.27, 1.56, -4.00], [-1.97, 3.08, -4.05], [-2.71, 3.52, -1.95], [-2.07, 5.62, -1.38], [-1.36, 5.54, 0.13], [-4.92, 3.09, -1.63], [-5.03, 2.42, -0.11], [-4.40, 0.90, -0.03], [-0.29, 1.55, 0.85], [-1.27, 0.23, -0.08], [0.09, -0.26, 1.25], [1.74, -0.42, -0.52], [1.63, 1.47, -0.70], [-0.54, -0.48, -2.32], [1.27, -0.42, -2.87], [1.05, 1.74, -3.94], [0.14, 2.51, -2.44], [-1.97, 0.78, -3.44], [-1.07, 1.20, -5.12], [-1.14, 3.80, -4.45], [-2.82, 2.99, -4.87], [-1.82, 2.40, -0.84], [-3.01, 6.36, -1.33], [-1.25, 6.10, -2.08], [-0.18, 5.64, 0.06], [-1.59, 4.46, 0.57], [-1.82, 6.35, 0.87], [-5.25, 2.26, -2.40], [-5.62, 4.03, -1.71], [-6.18, 2.38, 0.21], [-4.46, 3.11, 0.69], [-3.39, 0.93, 0.61], [-4.16, 0.45, -1.11], [-5.19, 0.19, 0.46], [2.70, -0.86, 4.02], [2.55, -1.38, 2.62], [1.49, -1.85, 2.20], [3.64, -1.34, 1.80], [4.96, -0.83, 2.09], [1.75, -0.96, 4.55], [3.46, -1.43, 4.55], [2.97, 0.20, 3.99], [3.47, -1.71, 0.87], [5.18, -0.03, 1.39], [5.68, -1.65, 1.95], [5.05, -0.46, 3.11], [4.79, -3.68, -5.11], [4.36, -3.44, -3.69], [5.18, -3.39, -2.77], [3.03, -3.28, -3.43], [1.94, -3.31, -4.37], [5.87, -3.78, -5.16], [4.33, -4.60, -5.49], [4.50, -2.83, -5.74], [2.83, -3.13, -2.45], [1.42, -2.35, -4.31], [1.25, -4.11, -4.07], [2.27, -3.48, -5.40], [0.03, -3.07, 5.25], [-0.39, -2.83, 6.68], [0.42, -2.78, 7.60], [-1.72, -2.68, 6.93], [-2.82, -2.70, 6.00], [1.12, -3.18, 5.21], [-0.42, -3.99, 4.87], [-0.26, -2.22, 4.63], [-1.92, -2.52, 7.91], [-3.34, -1.74, 6.06], [-3.50, -3.50, 6.30], [-2.49, -2.87, 4.97]], "mulliken_charge": [-0.208, -0.002, -0.196, -0.357, -0.358, -0.923, 0.464, -0.594, -0.574, -0.908, -0.254, -0.480, 0.133, -0.061, 0.048, -0.227, 0.279, 0.340, -0.176, 0.317, 0.075, 0.124, 0.290, 0.198, 0.202, -0.260, 0.186, 0.162, 0.177, 0.088, 0.211, 0.170, 0.228, 0.282, 0.157, -0.008, 0.112, 0.324, -1.421, 0.958, -0.676, -0.052, -0.908, 0.173, 0.404, 0.412, 0.129, 0.295, 0.296, 0.339, -1.244, 0.847, -0.667, -0.111, -0.750, 0.282, 0.345, 0.339, 0.149, 0.212, 0.284, 0.335, -1.269, 0.758, -0.673, -0.148, -0.786, 0.241, 0.469, 0.364, 0.232, 0.270, 0.267, 0.323]}